[1]
Computed, not measured: a cluster of 2 separate species, C5H9O3S2 in total, with ωB97M-V/def2-TZVPD.

Each atom is followed by the atoms it is bonded to, with distances in Å.
Cartesian coordinates (Å):
1 C 1.24942 -0.74784 0.52200  C4 1.374, O6 1.409, O7 1.253
2 C -1.89611 -1.64189 0.09967  C5 1.511, H11 1.062, H12 1.062, H13 1.099
3 C 1.35538 1.75373 -0.24834  C4 1.569, O8 1.380, H14 1.059, H15 1.109
4 C 0.92077 0.57566 0.69205  C1 1.374, C3 1.569, H16 1.017
5 C -1.91086 -0.15524 -0.17209  C2 1.511, S9 1.767, S10 1.667
6 O 1.90141 -1.02586 -0.69534  C1 1.409, H19 1.044
7 O 0.86484 -1.75131 1.16711  C1 1.253
8 O 2.69581 1.71470 -0.57236  C3 1.380, H17 0.965
9 S -2.68903 0.68351 1.17392  C5 1.767, H18 1.342
10 S -1.65786 0.59426 -1.63892  C5 1.667
11 H -2.82640 -2.06158 0.39180  C2 1.062
12 H -1.81917 -2.14185 -0.83448  C2 1.062
13 H -0.99616 -1.76305 0.71944  C2 1.099
14 H 0.78293 1.90392 -1.12626  C3 1.059
15 H 1.25719 2.70115 0.31964  C3 1.109
16 H 0.32420 0.67780 1.50943  C4 1.017
17 H 2.68038 0.85411 -1.00931  O8 0.965
18 H -2.43370 1.84500 0.55125  S9 1.342
19 H 2.19695 -2.01521 -0.84921  O6 1.044

Results
ΔE to the lowest compared entry with this formula, charge and spin = 42.56 kcal per mole
highest occupied orbital energy = -2.8 eV
frontier orbital gap = 5.728 eV
E_LUMO = 0.106 Ha
calculated total energy = -1217.989993 a.u.
total charge = -1

[2]
Computed, not measured: a cluster of 2 separate species, C6H16NPS in total, with ωB97M-V/def2-TZVPD.

Each atom is followed by the atoms it is bonded to, with distances in Å.
Cartesian coordinates (Å):
1 C 2.02630 1.79776 0.78021  C5 1.562, H10 1.076, H11 1.096, H12 1.168
2 C 1.62226 0.78803 -1.46707  C5 1.589, H13 1.013, H14 1.124, H15 1.107
3 C -1.89895 -1.71490 1.28207  C6 1.543, H16 1.154, H17 1.130, H18 1.142
4 C -0.02619 -2.19480 -0.28729  C6 1.544, H19 1.025, H20 1.108, H21 1.205
5 C 1.36006 0.56838 0.08456  C1 1.562, C2 1.589, P8 1.851, H22 1.080
6 C -1.10751 -1.15644 0.08056  C3 1.543, C4 1.544, P8 1.828, H23 1.136
7 N -2.08738 1.58880 -1.12960  H24 1.058, H25 1.082
8 P -0.44719 0.50095 0.48011  C5 1.851, C6 1.828, S9 1.930
9 S -0.99450 1.33255 2.13338  P8 1.930
10 H 1.21610 2.49923 0.68355  C1 1.076
11 H 2.18046 1.61746 1.84982  C1 1.096
12 H 2.98209 2.01074 0.14386  C1 1.168
13 H 2.43324 0.26178 -1.76801  C2 1.013
14 H 1.68700 1.87080 -1.76222  C2 1.124
15 H 0.72330 0.37867 -1.96607  C2 1.107
16 H -2.84000 -1.15483 1.64692  C3 1.154
17 H -2.34911 -2.73053 1.07514  C3 1.130
18 H -1.34184 -1.92762 2.25626  C3 1.142
19 H 0.63883 -2.47265 0.44162  C4 1.025
20 H 0.58028 -1.81931 -1.13511  C4 1.108
21 H -0.61443 -3.21281 -0.55274  C4 1.205
22 H 1.81852 -0.39168 0.27051  C5 1.080
23 H -1.85073 -0.86324 -0.72667  C6 1.136
24 H -1.49600 1.96899 -1.92007  N7 1.058
25 H -2.21463 2.45468 -0.49373  N7 1.082

Results
ΔE to the lowest compared entry with this formula, charge and spin = 51.05 kcal per mole
highest occupied orbital energy (spin up / spin down) = -8.2 / -8.2 eV
frontier orbital gap (spin up / spin down) = 7.790 / 7.790 eV
E_LUMO (spin up / spin down) = -0.017 / -0.017 Ha
calculated total energy = -1032.402034 a.u.
total charge = 0

[3]
Computed, not measured: a cluster of 5 separate species, C8H26N2O5 in total, with ωB97M-V/def2-TZVPD.

Each atom is followed by the atoms it is bonded to, with distances in Å.
Cartesian coordinates (Å):
1 C -10.58300 -9.12900 16.80600  C2 1.545, H4 1.085, H5 1.089, H6 1.137
2 C -10.44300 -10.42100 15.97100  C1 1.545, O3 1.373, H7 1.087, H8 1.067
3 O -11.60800 -11.10700 16.20900  C2 1.373, H9 0.957
4 H -9.75900 -8.43700 16.66900  C1 1.085
5 H -10.61600 -9.42700 17.85300  C1 1.089
6 H -11.53600 -8.53400 16.63100  C1 1.137
7 H -9.56000 -10.97600 16.27600  C2 1.087
8 H -10.37500 -10.17200 14.93600  C2 1.067
9 H -11.48900 -11.95200 15.77600  O3 0.957
10 C -14.86500 -11.98100 16.63300  C11 1.512, H13 1.115, H14 1.069, H15 1.071
11 C -14.89200 -10.82000 17.60100  C10 1.512, O12 1.430, H16 1.127, H17 1.053
12 O -13.78300 -9.95300 17.35200  C11 1.430, H18 0.997
13 H -15.73100 -12.67600 16.73700  C10 1.115
14 H -13.99400 -12.60000 16.61300  C10 1.069
15 H -14.88600 -11.55500 15.65100  C10 1.071
16 H -14.81600 -11.30700 18.61500  C11 1.127
17 H -15.80800 -10.30700 17.51900  C11 1.053
18 H -12.96700 -10.48600 17.14200  O12 0.997
19 C -7.47200 -14.62400 19.40600  C20 1.470, H22 1.090, H23 1.106, H24 1.082
20 C -8.88000 -14.41300 19.04000  C19 1.470, O21 1.464, H25 1.090, H26 1.064
21 O -8.82200 -13.50500 17.89300  C20 1.464, H27 0.969
22 H -6.89800 -13.72500 19.62900  C19 1.090
23 H -6.91100 -15.23500 18.67500  C19 1.106
24 H -7.44400 -15.21300 20.31300  C19 1.082
25 H -9.39300 -13.92400 19.86800  C20 1.090
26 H -9.38400 -15.28500 18.69700  C20 1.064
27 H -8.75700 -12.58400 18.18800  O21 0.969
28 C -8.83300 -10.03900 21.38700  O29 1.380, N30 1.295, N31 1.283
29 O -9.97000 -9.27000 21.24000  C28 1.380
30 N -8.72500 -11.24600 20.93100  C28 1.295, H32 0.995, H33 1.009
31 N -7.75600 -9.58900 21.92000  C28 1.283, H34 1.037, H35 0.983
32 H -9.44200 -11.50900 20.29300  N30 0.995
33 H -8.00800 -11.88000 21.25000  N30 1.009
34 H -7.86500 -8.72200 22.47800  N31 1.037
35 H -6.90700 -10.08400 21.88300  N31 0.983
36 C -11.94500 -12.10000 19.82000  O37 1.367, H38 1.146, H39 1.103, H40 1.115
37 O -10.83500 -11.59000 19.20600  C36 1.367, H41 0.967
38 H -12.40800 -11.23000 20.40500  C36 1.146
39 H -11.68500 -12.98500 20.42500  C36 1.103
40 H -12.65600 -12.33300 18.99300  C36 1.115
41 H -11.11000 -11.29400 18.32800  O37 0.967

Results
ΔE to the lowest compared entry with this formula, charge and spin = 0.78 kcal per mole
highest occupied orbital energy = -8.9 eV
SMILES = NC(N)=O.CCO.CCO.CCO.CO
frontier orbital gap = 9.426 eV
E_LUMO = 0.020 Ha
calculated total energy = -806.037726 a.u.
total charge = 0

[4]
Computed, not measured: a cluster of 9 separate species, C40H68Br16Cl2F4O4SSi in total, with ωB97M-V/def2-TZVPD.

Each atom is followed by the atoms it is bonded to, with distances in Å.
Cartesian coordinates (Å):
1 C 3.01436 4.69399 -1.98934  C2 1.577, H37 1.127, H38 1.128, H39 1.113
2 C 2.14816 3.93424 -0.91298  C1 1.577, Cl3 1.851, C4 1.578, H40 1.111
3 Cl 1.89167 5.14253 0.46543  C2 1.851
4 C 2.84740 2.68111 -0.25661  C2 1.578, Cl5 1.832, C6 1.585, H41 1.122
5 Cl 4.32125 3.29808 0.63872  C4 1.832
6 C 3.17446 1.49744 -1.25797  C4 1.585, C7 1.573, O10 1.468, C15 1.596
7 C 4.59557 1.62102 -1.92084  C6 1.573, C8 1.561, F9 1.435, H42 1.114
8 C 4.71562 1.10507 -3.38892  C7 1.561, H43 1.118, H44 1.123, H45 1.135
9 F 5.46043 0.79304 -1.13015  C7 1.435
10 O 2.21056 1.74446 -2.33762  C6 1.468, S11 1.662
11 S 0.74909 1.01868 -2.02430  O10 1.662, O12 1.459, O13 1.448, O14 1.653
12 O 0.37309 0.19569 -3.16935  S11 1.459
13 O -0.38815 1.88904 -1.81235  S11 1.448
14 O 1.28974 0.20856 -0.68928  S11 1.653, C15 1.476
15 C 2.74577 0.01736 -0.84087  C6 1.596, O14 1.476, C16 1.571, C33 1.581
16 C 2.84295 -1.12892 -1.91143  C15 1.571, C17 1.579, H46 1.124, H47 1.127
17 C 1.92299 -2.38219 -1.63335  C16 1.579, C18 1.580, H48 1.128, H49 1.115
18 C 1.02865 -2.81904 -2.86006  C17 1.580, C19 1.597, H50 1.123, H51 1.116
19 C 0.65108 -4.35297 -2.62364  C18 1.597, C20 1.590, H52 1.127, H53 1.117
20 C -0.50515 -4.45402 -1.53626  C19 1.590, C21 1.579, H54 1.120, H55 1.122
21 C -1.89432 -4.03913 -2.16287  C20 1.579, C22 1.586, H56 1.127, H57 1.128
22 C -2.76975 -3.15063 -1.18277  C21 1.586, C23 1.596, H58 1.126, H59 1.130
23 C -2.41688 -1.59718 -1.27401  C22 1.596, Si24 1.904, H60 1.130, H61 1.121
24 Si -3.78483 -0.54966 -0.46345  C23 1.904, C25 1.918, C26 1.923, C27 1.930
25 C -4.30867 -1.20102 1.26288  Si24 1.918, H62 1.126, H63 1.125, H64 1.117
26 C -3.10198 1.21888 -0.13938  Si24 1.923, H65 1.114, H66 1.129, H67 1.121
27 C -5.30720 -0.29179 -1.62073  Si24 1.930, C28 1.456, C32 1.482
28 C -6.68585 -0.40916 -1.16805  C27 1.456, C29 1.470, H68 1.112
29 C -7.76686 -0.16547 -2.13448  C28 1.470, C30 1.459, H69 1.110
30 C -7.42622 0.19656 -3.50621  C29 1.459, C31 1.461, H70 1.117
31 C -6.04825 0.30481 -3.97822  C30 1.461, C32 1.458, H71 1.111
32 C -4.97544 0.06235 -3.02069  C27 1.482, C31 1.458, H72 1.113
33 C 3.18607 -0.52800 0.57670  C15 1.581, F34 1.359, F35 1.384, F36 1.368
34 F 3.87714 0.35316 1.34704  C33 1.359
35 F 2.03550 -0.82518 1.28640  C33 1.384
36 F 3.93201 -1.67312 0.52312  C33 1.368
37 H 3.54653 5.54512 -1.47781  C1 1.127
38 H 2.27962 5.17562 -2.69637  C1 1.128
39 H 3.66149 4.04444 -2.62068  C1 1.113
40 H 1.12794 3.75138 -1.31418  C2 1.111
41 H 2.14782 2.28321 0.52479  C4 1.122
42 H 5.03378 2.64487 -1.89537  C7 1.114
43 H 3.98517 1.56041 -4.10291  C8 1.118
44 H 4.73511 -0.01482 -3.47550  C8 1.123
45 H 5.74044 1.43740 -3.74560  C8 1.135
46 H 2.65874 -0.77726 -2.96278  C16 1.124
47 H 3.91312 -1.48360 -1.92040  C16 1.127
48 H 2.61983 -3.24777 -1.44207  C17 1.128
49 H 1.27900 -2.30646 -0.72581  C17 1.115
50 H 0.04224 -2.28241 -2.85040  C18 1.123
51 H 1.56962 -2.72275 -3.83173  C18 1.116
52 H 1.53799 -4.91376 -2.21233  C19 1.127
53 H 0.25673 -4.81864 -3.55980  C19 1.117
54 H -0.29317 -3.77334 -0.67257  C20 1.120
55 H -0.58059 -5.49346 -1.12001  C20 1.122
56 H -1.72213 -3.44515 -3.10519  C21 1.127
57 H -2.51690 -4.93469 -2.44857  C21 1.128
58 H -2.65259 -3.50386 -0.12010  C22 1.126
59 H -3.85000 -3.22793 -1.50500  C22 1.130
60 H -1.46760 -1.44148 -0.68048  C23 1.130
61 H -2.18916 -1.25880 -2.31766  C23 1.121
62 H -4.70713 -0.31023 1.82411  C25 1.126
63 H -3.39097 -1.54223 1.81683  C25 1.125
64 H -5.10456 -1.98350 1.21015  C25 1.117
65 H -3.84348 1.79959 0.45479  C26 1.114
66 H -3.06702 1.70587 -1.15702  C26 1.129
67 H -2.07673 1.19946 0.31406  C26 1.121
68 H -6.86488 -0.66401 -0.10006  C28 1.112
69 H -8.80426 -0.25235 -1.74948  C29 1.110
70 H -8.25476 0.39129 -4.22913  C30 1.117
71 H -5.77397 0.58739 -5.01681  C31 1.111
72 H -3.90849 0.13103 -3.33092  C32 1.113
73 Br -5.98492 -4.20006 2.94720  C74 1.948
74 C -4.60714 -5.30144 2.12032  Br73 1.948, C75 1.507, H77 1.089, H78 1.090
75 C -3.43612 -5.49970 3.04712  C74 1.507, Br76 1.945, H79 1.087, H80 1.087
76 Br -2.30166 -3.92073 3.11550  C75 1.945
77 H -4.33683 -4.82165 1.18139  C74 1.089
78 H -5.09374 -6.25383 1.90992  C74 1.090
79 H -2.78893 -6.29346 2.68176  C75 1.087
80 H -3.73227 -5.72066 4.06921  C75 1.087
81 Br -3.10047 -8.87962 3.69619  C82 1.948
82 C -1.43635 -8.89961 4.70849  Br81 1.948, C83 1.507, H85 1.088, H86 1.090
83 C -1.57919 -8.17727 6.02355  C82 1.507, Br84 1.954, H87 1.090, H88 1.088
84 Br -1.54191 -6.23570 5.80405  C83 1.954
85 H -0.66801 -8.47464 4.06627  C82 1.088
86 H -1.22246 -9.95496 4.87461  C82 1.090
87 H -0.73271 -8.39904 6.67285  C83 1.090
88 H -2.50408 -8.41718 6.54367  C83 1.088
89 Br 8.18285 3.80977 -5.96002  C90 1.947
90 C 9.45823 3.37600 -4.55367  Br89 1.947, C91 1.507, H93 1.088, H94 1.090
91 C 9.42658 1.90800 -4.21601  C90 1.507, Br92 1.948, H95 1.090, H96 1.087
92 Br 7.87404 1.46936 -3.12412  C91 1.948
93 H 9.22338 4.01511 -3.70517  C90 1.088
94 H 10.43144 3.65595 -4.95607  C90 1.090
95 H 10.28914 1.63640 -3.60786  C91 1.090
96 H 9.38953 1.26526 -5.09243  C91 1.087
97 Br 5.85773 5.93091 -1.95371  C98 1.949
98 C 6.88527 7.06620 -3.15918  Br97 1.949, C99 1.507, H101 1.088, H102 1.090
99 C 5.98065 7.85359 -4.07142  C98 1.507, Br100 1.946, H103 1.090, H104 1.088
100 Br 5.27780 6.74408 -5.50683  C99 1.946
101 H 7.57674 6.41759 -3.69315  C98 1.088
102 H 7.45010 7.73481 -2.50950  C98 1.090
103 H 6.53745 8.64567 -4.57134  C99 1.090
104 H 5.12374 8.28606 -3.55968  C99 1.088
105 Br -4.17883 -5.73532 10.76491  C106 1.949
106 C -3.21447 -4.54063 9.56374  Br105 1.949, C107 1.505, H109 1.088, H110 1.089
107 C -4.16074 -3.73820 8.71101  C106 1.505, Br108 1.947, H111 1.090, H112 1.087
108 Br -4.88846 -4.81333 7.26048  C107 1.947
109 H -2.53187 -5.15842 8.98309  C106 1.088
110 H -2.63903 -3.88591 10.21583  C106 1.089
111 H -3.63289 -2.92016 8.22029  C107 1.090
112 H -5.00617 -3.33786 9.26562  C107 1.087
113 Br -7.96495 2.61015 -2.50760  C114 1.957
114 C -7.38506 4.45064 -2.18263  Br113 1.957, C115 1.502, H117 1.088, H118 1.090
115 C -5.88972 4.54992 -2.08106  C114 1.502, Br116 1.943, H119 1.090, H120 1.088
116 Br -5.26528 3.92016 -0.35252  C115 1.943
117 H -7.89660 4.79229 -1.28515  C114 1.088
118 H -7.74923 5.01632 -3.04085  C114 1.090
119 H -5.56958 5.59001 -2.13666  C115 1.090
120 H -5.36683 3.97219 -2.84102  C115 1.088
121 Br -0.39283 -2.54943 9.67475  C122 1.950
122 C 0.34369 -3.61087 8.21463  Br121 1.950, C123 1.506, H125 1.088, H126 1.090
123 C 1.22918 -2.78004 7.32360  C122 1.506, Br124 1.947, H127 1.090, H128 1.088
124 Br 0.17626 -1.64810 6.13930  C123 1.947
125 H -0.49901 -4.05423 7.68836  C122 1.088
126 H 0.91842 -4.39958 8.69976  C122 1.090
127 H 1.81325 -3.41880 6.66161  C123 1.090
128 H 1.90014 -2.12565 7.87535  C123 1.088
129 Br 2.85444 11.37389 -1.22170  C130 1.948
130 C 2.30166 9.60676 -0.61524  Br129 1.948, C131 1.506, H133 1.088, H134 1.090
131 C 3.03107 8.51935 -1.35916  C130 1.506, Br132 1.950, H135 1.090, H136 1.088
132 Br 2.30180 8.27286 -3.15051  C131 1.950
133 H 1.22156 9.55502 -0.73089  C130 1.088
134 H 2.55124 9.57901 0.44504  C130 1.090
135 H 2.89564 7.55847 -0.86283  C131 1.090
136 H 4.09459 8.71703 -1.47363  C131 1.088

Results
ΔE to the lowest compared entry with this formula, charge and spin = 0.00 kcal per mole
highest occupied orbital energy = -8.2 eV
SMILES = C[C@H](Cl)[C@H](Cl)[C@]1([C@H](C)F)OS(=O)(=O)O[C@]1(CCCCCCCC[Si](C)(C)c1ccccc1)C(F)(F)F.BrCCBr.BrCCBr.BrCCBr.BrCCBr.BrCCBr.BrCCBr.BrCCBr.BrCCBr
frontier orbital gap = 8.401 eV
E_LUMO = 0.006 Ha
calculated total energy = -45057.569906 a.u.
total charge = 0